DFT (the ωB97M-V functional and the def2-TZVPD basis) results for a 2-piece molecular cluster, C5H13N overall in a non-equilibrium geometry.

## Properties
Total charge ... 0
HOMO energy ... -8.25 eV
Calculated total energy ... -6884.506 eV
Orbital gap ... 9.23 eV
Relative energy (zero: lowest compared OMol25 entry of this formula, charge and spin) ... 1.692 eV

Each line ends with the Löwdin charge.
Cartesian coordinates (Å):
C (-2.34264, 3.32029, -0.05076)  -0.033
C (-1.73459, 2.23110, 0.43984)  -0.307
N (-1.35657, 2.00670, 1.75463)  0.016
H (-2.53040, 4.16249, 0.59616)  0.039
H (-2.81549, 3.30470, -1.02099)  0.036
H (-1.50637, 1.34261, -0.15374)  0.097
H (-1.56766, 2.70363, 2.45165)  0.077
H (-1.51153, 1.11521, 2.19699)  0.076
C (2.31323, -1.44890, -1.43625)  -0.123
C (1.35879, -2.46173, -0.69420)  -0.299
C (0.61416, -1.82818, 0.48321)  -0.134
H (2.95518, -1.93812, -2.15426)  0.058
H (2.80892, -0.86659, -0.66823)  0.063
H (1.70624, -0.81280, -2.06076)  0.058
H (1.97060, -3.36129, -0.51243)  0.094
H (0.56146, -2.67750, -1.46742)  0.104
H (-0.48124, -1.78203, 0.41925)  0.060
H (0.68471, -2.23321, 1.49164)  0.064
H (0.87321, -0.77639, 0.38567)  0.053

DFT (the ωB97M-V functional and the def2-TZVPD basis) results for C22H34AlBBeCl2F6NO15 as an isolated structure in a non-equilibrium geometry.

## Properties
Total charge ... +1
HOMO energy ... -9.86 eV
Calculated total energy ... -104565.309 eV
Orbital gap ... 1.25 eV

Each line ends with the Löwdin charge.
Cartesian coordinates (Å):
C (6.14678, -2.59157, -1.85133)  -0.100
C (4.57285, -2.77488, -1.72401)  -0.598
Cl (3.89200, -4.39601, -2.27424)  0.546
C (3.65716, -1.77138, -1.24834)  -0.578
Cl (1.90916, -2.23710, -1.24037)  0.742
N (4.22358, -0.48577, -0.86121)  0.065
C (3.26366, 0.63998, -0.88090)  -0.270
C (2.49241, 0.87940, -2.26746)  -0.270
O (1.11728, 1.26830, -2.14090)  -0.125
C (0.22697, 0.58476, -3.05771)  -0.222
O (-0.49634, -0.46355, -2.36858)  -0.154
C (-1.40730, 0.09531, -1.39626)  -0.167
C (-1.89863, -1.06758, -0.37333)  -0.191
O (-0.86174, -1.39041, 0.59036)  -0.114
C (2.28133, 0.62475, 0.41044)  -0.430
O (2.25988, -0.33821, 1.24122)  0.060
O (1.44713, 1.69497, 0.72574)  0.050
C (4.16773, 1.97693, -0.65753)  -0.227
C (5.04626, 1.94119, 0.67424)  -0.008
F (3.37486, 3.18354, -0.79343)  -0.066
H (6.64868, -3.52186, -1.39539)  0.078
H (6.54420, -1.68333, -1.28316)  0.087
H (6.42008, -2.52105, -2.97056)  0.100
H (5.02060, -0.19176, -1.44181)  0.127
H (3.02722, 1.77849, -2.80507)  -0.155
H (2.59524, -0.00050, -3.02145)  0.133
H (-0.58265, 1.35731, -3.35481)  0.163
H (0.69579, 0.23418, -4.03561)  0.124
H (-2.35567, 0.51596, -1.89958)  0.134
H (-0.96973, 0.91909, -0.73989)  0.137
H (-2.87009, -0.78081, 0.16721)  0.127
H (-2.06562, -2.00215, -1.01151)  0.127
H (-0.89426, -0.77737, 1.35415)  0.104
H (4.90055, 1.98714, -1.55426)  0.153
H (5.08747, 2.95921, 1.21543)  0.103
H (6.13673, 1.73288, 0.35995)  0.099
H (4.74299, 1.14933, 1.43368)  0.101
Al (2.78400, 2.10581, -4.27498)  1.124
B (4.93345, -4.60993, 3.21188)  -0.996
O (4.99433, -5.63276, 2.13390)  0.119
C (5.90062, -5.21962, 1.24192)  -0.391
O (6.18057, -5.83408, 0.24338)  0.164
C (6.46664, -3.93917, 1.67624)  -0.383
O (7.30604, -3.30530, 1.09151)  0.185
O (5.90629, -3.57237, 2.83048)  0.270
F (5.29224, -5.19474, 4.45497)  0.145
F (3.62282, -4.06111, 3.28375)  0.134
C (2.87924, 5.46280, 1.72859)  -0.096
C (3.96716, 6.49359, 1.68650)  -0.333
O (3.53500, 7.45584, 2.62732)  0.138
C (2.79726, 6.76528, 3.54285)  -0.535
O (2.49624, 7.18915, 4.61949)  0.167
O (2.45226, 5.52967, 3.08382)  0.075
F (4.03874, 7.08570, 0.47257)  0.061
H (2.04039, 5.70651, 1.07217)  0.146
H (3.23844, 4.46505, 1.47988)  0.104
H (4.95428, 6.11773, 1.97231)  0.174
C (-9.72879, 0.76713, 1.02661)  -0.071
O (-9.04343, 0.12618, -0.04002)  -0.155
C (-8.08917, 0.94198, -0.69001)  -0.149
C (-6.74292, 0.22648, -0.84258)  -0.118
O (-6.05453, -0.04138, 0.36458)  -0.023
C (-6.63522, -0.99117, 1.24282)  -0.155
C (-6.70867, -2.42706, 0.71293)  -0.147
O (-7.64607, -2.54133, -0.34804)  -0.174
C (-7.18220, -3.30727, -1.44835)  -0.088
H (-10.62007, 1.27067, 0.64148)  0.101
H (-10.03831, 0.00249, 1.74089)  0.098
H (-9.09195, 1.48269, 1.55551)  0.094
H (-7.93665, 1.88820, -0.15905)  0.138
H (-8.48354, 1.17692, -1.68312)  0.142
H (-6.08467, 0.88782, -1.41365)  0.141
H (-6.83525, -0.68155, -1.44149)  0.132
H (-7.60866, -0.64279, 1.59082)  0.124
H (-5.99316, -0.99727, 2.12613)  0.134
H (-7.04968, -3.08245, 1.51973)  0.145
H (-5.70969, -2.75052, 0.40080)  0.126
H (-6.11781, -3.14578, -1.63873)  0.088
H (-7.73468, -2.99225, -2.33394)  0.095
H (-7.37498, -4.36835, -1.27087)  0.098
F (3.63920, 5.12900, -0.81691)  -0.255
F (-6.30352, 1.35115, 2.41717)  -0.291
Be (3.89179, -6.81708, 1.08501)  1.013

DFT (the ωB97M-V functional and the def2-TZVPD basis) results for a 2-piece molecular cluster, C6H10O2 overall in a non-equilibrium geometry.

## Properties
Total charge ... 0
HOMO energy (spin up / spin down) ... -7.88 / -7.68 eV
Calculated total energy ... -10470.972 eV
Orbital gap (spin up / spin down) ... 8.39 / 7.92 eV
Relative energy (zero: lowest compared OMol25 entry of this formula, charge and spin) ... 8.198 eV

Each line ends with the Löwdin charge.
Cartesian coordinates (Å):
C (0.52388, -0.54303, -0.01953)  0.006
C (-1.90194, 0.81448, -0.05984)  0.149
C (1.38843, -0.55638, 1.19028)  -0.098
C (2.92779, 0.16747, -0.83989)  0.018
C (-4.05347, 0.40516, -0.15728)  -0.097
C (1.69731, 0.38982, 0.04941)  -0.558
O (1.38731, 1.66294, 0.48416)  -0.023
O (-2.75912, -0.08916, 0.14981)  -0.161
H (2.03234, -1.47836, 1.22907)  0.113
H (1.16872, -0.13977, 2.14460)  0.093
H (0.37671, -1.30114, -0.65324)  0.038
H (3.24660, -0.80120, -0.56866)  0.067
H (2.71785, 0.26533, -1.84477)  0.057
H (3.74004, 0.76631, -0.63548)  0.056
H (-4.69008, -0.37604, -0.51062)  0.082
H (-3.88516, 0.97625, -1.08647)  0.084
H (-4.48110, 1.00060, 0.64811)  0.099
H (0.39789, 1.67352, 0.58907)  0.077

DFT (the ωB97M-V functional and the def2-TZVPD basis) results for C4H6CsLiO4 as an isolated structure in a non-equilibrium geometry.

## Properties
Total charge ... +1
HOMO energy (spin up / spin down) ... -10.36 / -10.20 eV
<S²> ... 0.763
Calculated total energy ... -13178.686 eV
Orbital gap (spin up / spin down) ... 6.36 / 6.18 eV
2S+1 ... 2

Each line ends with the Löwdin charge.
Cartesian coordinates (Å):
O (0.09812, 1.44565, -1.21573)  -0.124
C (0.48183, 0.33912, -1.94016)  -0.098
H (-0.33754, 0.03934, -2.61313)  0.093
H (1.56269, 0.40876, -2.15576)  0.098
C (0.28427, 0.95494, 0.59201)  -0.458
O (1.41037, 1.12576, 1.09080)  -0.094
Li (2.69041, -0.25316, 0.96727)  0.773
O (-0.72486, 1.47600, 1.27803)  -0.035
C (-2.06761, 1.00485, 1.13750)  -0.037
H (-2.15638, -0.00569, 1.55290)  0.091
H (-2.67937, 1.68761, 1.73374)  0.098
H (-2.39960, 1.04372, 0.09301)  0.097
O (1.55384, -1.49846, 0.13054)  -0.292
C (0.45443, -0.91089, -0.27532)  -0.183
Cs (2.32113, -5.38917, -0.09542)  0.973
H (-0.49173, -1.46838, -0.28030)  0.100

DFT (the ωB97M-V functional and the def2-TZVPD basis) results for C40H38Cl2HgN7O5Si as an isolated structure.

## Properties
Total charge ... -2
HOMO energy (spin up / spin down) ... -0.61 / -3.21 eV
<S²> ... 0.757
Calculated total energy ... -99867.585 eV
Orbital gap (spin up / spin down) ... 4.59 / 7.19 eV
Relative energy (zero: lowest compared OMol25 entry of this formula, charge and spin) ... 0.014 eV
2S+1 ... 2

Each line ends with the Löwdin charge.
Cartesian coordinates (Å):
Hg (-0.18282, 0.86034, 0.59654)  0.763
C (3.29409, 0.89027, 2.67085)  -0.199
N (2.09617, 1.55991, 2.20227)  0.001
C (2.09881, 2.83612, 2.22015)  -0.143
C (1.01230, 3.66003, 1.77025)  -0.387
C (0.96334, 5.05624, 1.75330)  -0.095
C (-0.28691, 5.39657, 1.21858)  -0.130
C (-0.92726, 4.18885, 0.93921)  -0.241
N (-0.15098, 3.13751, 1.27093)  -0.117
C (3.89126, -0.01392, 1.61808)  -0.203
C (5.20894, 0.14160, 1.20812)  -0.055
C (5.75971, -0.69871, 0.24755)  -0.104
C (4.99139, -1.70614, -0.31402)  -0.103
C (3.67080, -1.86812, 0.08868)  -0.076
C (3.12711, -1.02781, 1.04606)  -0.039
H (3.02909, 0.27628, 3.53845)  0.102
H (4.05754, 1.61229, 2.99855)  0.100
H (2.97933, 3.38393, 2.58764)  0.116
H (1.74512, 5.72434, 2.08555)  0.084
H (-0.68103, 6.38640, 1.04631)  0.074
H (-1.90534, 4.03392, 0.50802)  0.082
H (5.80785, 0.93882, 1.63505)  0.101
H (6.78552, -0.55508, -0.07022)  0.092
H (5.41319, -2.35591, -1.07101)  0.093
H (3.05661, -2.64627, -0.34827)  0.093
H (2.09722, -1.15210, 1.35605)  0.068
O (2.58182, 5.28021, -5.74477)  0.077
C (2.50101, 5.50883, -4.45282)  -0.538
O (2.95868, 6.51770, -3.94474)  0.037
C (1.82032, 4.48105, -3.62181)  -0.070
C (1.68223, 4.60732, -2.25505)  -0.022
N (1.03703, 3.51489, -1.82771)  0.019
N (0.73050, 2.67263, -2.81758)  0.112
C (1.19496, 3.23467, -3.92304)  -0.139
C (0.99710, 2.52728, -5.24743)  -0.575
O (1.47784, 3.10242, -6.26502)  -0.013
O (0.37716, 1.44985, -5.25104)  -0.036
H (2.13504, 4.36672, -5.98539)  0.039
H (1.99419, 5.39193, -1.58794)  0.127
H (0.75409, 3.28418, -0.88113)  0.082
Cl (-3.54198, 2.16074, 2.44346)  0.532
C (-2.31622, 1.80241, 3.65939)  -1.040
Cl (-1.90738, 3.21681, 4.65346)  0.488
H (-1.41773, 1.48760, 3.13935)  -0.043
H (-2.70147, 1.02805, 4.31003)  0.008
C (-0.66760, -4.26399, -2.18668)  -0.113
C (0.25667, -3.24395, -2.00204)  -0.100
C (0.15786, -2.41326, -0.89494)  -0.149
C (-0.85366, -2.57878, 0.05491)  -0.311
C (-1.76448, -3.61801, -0.14501)  -0.104
C (-1.67851, -4.45009, -1.25325)  -0.099
Si (-0.99499, -1.36389, 1.50103)  0.550
C (0.12006, -2.05024, 2.88320)  -0.311
C (0.50962, -3.39170, 2.92853)  -0.090
C (1.31280, -3.87864, 3.95151)  -0.100
C (1.74128, -3.03087, 4.96427)  -0.111
C (1.36827, -1.69391, 4.94004)  -0.107
C (0.57677, -1.21286, 3.90493)  -0.135
C (-2.75586, -1.51161, 2.16064)  -0.305
C (-3.05597, -1.67623, 3.51585)  -0.125
C (-4.37085, -1.69256, 3.96562)  -0.116
C (-5.41623, -1.56085, 3.06094)  -0.115
C (-5.13746, -1.41399, 1.70758)  -0.088
C (-3.82432, -1.37827, 1.26414)  -0.113
H (-0.60856, -4.90187, -3.06177)  0.090
H (1.03557, -3.07090, -2.73593)  0.099
H (0.85176, -1.58355, -0.79826)  0.051
H (-2.58166, -3.75685, 0.55336)  0.101
H (-2.42041, -5.22605, -1.40166)  0.097
H (0.18573, -4.06375, 2.14076)  0.096
H (1.60848, -4.92165, 3.95663)  0.092
H (2.37176, -3.40733, 5.76131)  0.089
H (1.70805, -1.01982, 5.71830)  0.096
H (0.33473, -0.15432, 3.87154)  0.084
H (-2.24905, -1.79672, 4.23280)  0.091
H (-4.57908, -1.81797, 5.02278)  0.089
H (-6.44262, -1.57698, 3.40946)  0.088
H (-5.93980, -1.32430, 0.98527)  0.102
H (-3.63082, -1.25575, 0.20377)  0.075
C (-1.38506, -1.24861, -5.48609)  -0.042
N (-2.30726, -1.06498, -4.38674)  -0.100
C (-3.36243, -2.01625, -4.13459)  -0.078
C (-3.65071, -1.77665, -2.64703)  -0.514
O (-4.58827, -2.29379, -2.05740)  -0.001
N (-2.72143, -0.92175, -2.14475)  0.177
C (-1.92351, -0.57734, -3.16189)  -0.408
N (-0.84095, 0.16237, -3.03987)  0.217
H (-1.95829, -1.40046, -6.40167)  0.083
H (-0.74079, -2.12417, -5.32866)  0.086
H (-0.76071, -0.36761, -5.62208)  0.056
H (-3.02333, -3.04933, -4.27749)  0.121
H (-4.25152, -1.84480, -4.74422)  0.119
H (-0.57583, 0.49561, -2.11875)  0.006
H (-0.38562, 0.63462, -3.83130)  0.053

DFT (the ωB97M-V functional and the def2-TZVPD basis) results for a 2-piece molecular cluster, C10H15N2 overall in a non-equilibrium geometry.

## Properties
Total charge ... +1
HOMO energy ... -11.00 eV
Calculated total energy ... -13582.985 eV
Orbital gap ... 5.49 eV
Relative energy (zero: lowest compared OMol25 entry of this formula, charge and spin) ... 5.086 eV

Each line ends with the Löwdin charge.
Cartesian coordinates (Å):
C (0.77168, -0.50750, -1.79519)  -0.056
N (1.12111, 0.87633, -1.48224)  -0.285
C (0.09956, 1.88062, -1.80311)  -0.060
N (2.33894, 1.33094, -1.89328)  -0.050
C (3.40257, 0.64619, -2.14436)  -0.044
H (-0.08146, -0.52905, -2.48682)  0.085
H (1.62675, -1.03183, -2.23293)  0.068
H (0.45075, -1.03423, -0.88807)  0.064
H (-0.60162, 1.49680, -2.55447)  0.087
H (-0.47195, 2.13628, -0.90747)  0.037
H (0.62263, 2.76528, -2.17459)  0.095
H (4.34615, 1.17242, -1.94303)  0.067
H (3.49615, -0.35675, -2.59457)  0.063
C (-0.31758, 0.54910, 1.12468)  -0.023
C (0.31597, -0.33144, 1.99958)  0.009
C (-0.18195, -1.44561, 2.66568)  0.003
C (-1.45876, -1.99354, 2.63227)  0.005
C (-2.56556, -1.48783, 1.95515)  0.001
C (-2.65394, -0.34044, 1.17770)  0.007
C (-1.67172, 0.57356, 0.80011)  0.003
H (0.29932, 1.38051, 0.77574)  0.117
H (1.36410, -0.08988, 2.21730)  0.140
H (0.53400, -1.95678, 3.32279)  0.136
H (-1.61691, -2.92667, 3.18067)  0.135
H (-3.47977, -2.08022, 2.03845)  0.133
H (-3.66737, -0.11753, 0.81310)  0.136
H (-2.02109, 1.42127, 0.19691)  0.124